This record from the OMol25 dataset describes 3 unconnected molecules or ions with the total composition C6H9N3 in a non-equilibrium geometry. The level of theory is ωB97M-V/def2-TZVPD.

Results
frontier orbital gap = 0.4256 hartree
relative energy (zero: lowest compared OMol25 entry of this formula, charge and spin) = 52.8 kcal/mol
HOMO level = -11.3 eV
net charge = 0

Each line ends with the natural charge from an NBO analysis.
Element x y z (Å)
C 3.33 -21.32 12.05  -0.73
C 4.34 -20.95 12.97  0.28
N 5.12 -20.57 13.77  -0.32
H 2.63 -20.48 12.04  0.23
H 2.86 -22.28 12.28  0.27
H 3.85 -21.44 11.10  0.26
C 1.25 -19.00 11.46  -0.72
C 0.46 -20.20 11.20  0.31
N -0.15 -21.17 11.04  -0.33
H 1.98 -19.20 12.24  0.24
H 0.72 -18.08 11.72  0.28
H 1.87 -18.81 10.59  0.26
C 1.00 -22.98 12.46  -0.73
C -0.16 -22.83 13.38  0.29
N -1.08 -22.77 14.11  -0.34
H 0.85 -23.84 11.80  0.26
H 1.89 -23.16 13.07  0.22
H 1.07 -22.06 11.88  0.27